26
Properties=species:S:1:pos:R:3:nbo_charge:R:1 method="wB97M-V/def2-TZVPD" energy_ha=-1535.99323 smiles="CC(C)(C)[Si](C)(C)S(=O)(=O)Cl" homo_energy_ev=-10.31 mol_weight_g_mol=214.8
C -2.3585 0.1511 0.1269 -0.610
C -0.9947 -0.5293 -0.0427 -0.464
C -0.9537 -1.2401 -1.4036 -0.625
C -0.8104 -1.5743 1.0659 -0.620
Si 0.4447 0.7442 0.0547 1.527
C 0.8243 1.5181 1.7379 -1.147
C 0.8348 1.7027 -1.5280 -1.146
S 2.2041 -0.6390 0.0208 1.727
O 2.2852 -1.4116 -1.1923 -0.917
O 2.4207 -1.3351 1.2631 -0.914
Cl 3.7823 0.7708 -0.0965 -0.318
H -2.4311 0.6421 1.0935 0.207
H -2.5174 0.8984 -0.6460 0.206
H -3.1545 -0.5868 0.0578 0.217
H 0.0198 -1.6933 -1.5759 0.239
H -1.1661 -0.5474 -2.2151 0.206
H -1.7046 -2.0276 -1.4293 0.212
H 0.1638 -2.0511 0.9922 0.228
H -0.8993 -1.1236 2.0524 0.209
H -1.5746 -2.3447 0.9787 0.213
H 1.0811 0.7301 2.4460 0.272
H 1.6922 2.1718 1.6609 0.264
H 0.0075 2.1002 2.1558 0.250
H 1.0510 1.0042 -2.3359 0.268
H 0.0288 2.3553 -1.8524 0.250
H 1.7243 2.3150 -1.3889 0.266